Record 1
63
Properties=species:S:1:pos:R:3 method="wB97M-V/def2-TZVPD" energy_ha=-1251.55735 de_lowest_ev=0.457 largest_force_ha_per_bohr=0.057 orbital_gap_ha=0.2612 total_charge=-1
C 2.89710 -1.74114 -3.08914
C 2.13420 -0.53445 -2.62374
C 2.59224 0.74911 -2.88321
C 1.86807 1.85267 -2.42487
C 0.69610 1.71389 -1.69797
C -0.02671 2.94646 -1.20491
C -1.22989 3.32021 -2.07874
C -0.38868 2.89798 0.30534
C 0.22191 0.40979 -1.44716
O -0.94799 0.33127 -0.78078
C -1.34841 -0.93894 -0.24033
Nb -3.01744 -0.82384 1.31260
C -4.36303 0.46615 0.01235
C -5.73691 -0.21264 -0.15272
C -6.47991 0.09780 -1.41058
O -6.85033 0.60234 -0.04183
C 0.93788 -0.68409 -1.91791
H 2.28353 -2.33867 -3.75916
H 3.81705 -1.43435 -3.57712
H 3.18050 -2.38312 -2.25695
H 3.50074 0.90995 -3.44815
H 2.25142 2.84206 -2.63648
H 0.68982 3.76199 -1.29373
H -2.17028 2.96011 -1.67062
H -1.11858 2.98823 -3.10826
H -1.30768 4.40827 -2.11431
H 0.11025 3.71299 0.82778
H -1.45939 2.96162 0.45246
H -0.02584 1.97688 0.74095
H -1.71689 -1.59168 -1.04174
H -0.50326 -1.46485 0.21463
H -3.88884 -2.33268 0.66356
H -2.14362 -1.87447 2.54315
H -2.16244 0.69125 1.93037
H -4.24678 -0.53383 2.65837
H -4.65514 1.38937 0.51145
H -3.97892 0.61340 -0.99365
H -5.84806 -1.22581 0.20605
H -7.26512 -0.59648 -1.67451
H -6.35866 1.05997 -1.88102
H 0.57444 -1.68647 -1.75057
N -1.44883 1.34957 4.93112
C -1.04754 2.61499 4.98623
C -1.56954 3.54943 5.86969
C -2.56893 3.14295 6.73952
C -3.00137 1.82791 6.68924
C -2.40838 0.97369 5.76902
H -0.26968 2.89076 4.28147
H -1.20352 4.56764 5.87172
H -3.00596 3.84131 7.44298
H -3.78256 1.46891 7.34572
H -2.71638 -0.06338 5.69129
N 5.38095 -4.59624 -3.03617
C 5.75119 -5.51849 -2.15119
C 6.94467 -5.47759 -1.44559
C 7.80671 -4.41886 -1.67502
C 7.43958 -3.44985 -2.59405
C 6.22146 -3.58345 -3.24276
H 5.04922 -6.33182 -2.00214
H 7.18838 -6.25600 -0.73565
H 8.74851 -4.34881 -1.14567
H 8.08143 -2.60526 -2.80407
H 5.89414 -2.84369 -3.96460

Record 2
71
Properties=species:S:1:pos:R:3 method="wB97M-V/def2-TZVPD" energy_ha=-2601.61123 de_lowest_ev=1.904 largest_force_ha_per_bohr=0.009 orbital_gap_ha=0.2442 total_charge=0
Pb -1.31377 -0.99059 -0.08009
C -0.29147 -0.74610 -4.70957
C -0.57398 -0.28003 -3.29951
N -0.93450 -1.20380 -2.37527
N -0.99459 -2.49363 -2.89774
C -1.34852 -3.48194 -2.17350
N -1.26647 -4.74770 -2.75412
S -1.90206 -3.50694 -0.49966
C -0.43277 1.07913 -3.04129
C -0.22926 2.05202 -4.07962
C 0.19261 3.33031 -3.97346
C 0.77870 4.00669 -2.82648
C 1.40316 3.52572 -1.75516
N -0.61398 1.55582 -1.69738
H 0.06638 -1.76849 -4.70025
H 0.44728 -0.10894 -5.18547
H -1.20616 -0.73230 -5.30735
H -1.25752 -4.72002 -3.76332
H -1.90780 -5.42247 -2.36942
H -0.49926 1.74136 -5.08168
H 0.14776 3.93609 -4.87040
H 0.80461 5.09068 -2.87949
H 1.87127 4.17115 -1.02229
O -0.17125 3.62979 2.40553
C -1.09589 2.74642 1.99464
O -1.45838 1.80833 2.64830
C -1.65500 3.15485 0.64890
O -2.23490 2.03133 0.02942
C -1.99658 1.89978 -1.33921
C 0.47297 1.61412 -0.86838
O 1.58117 2.17414 -1.42996
O 0.53118 1.19666 0.26910
H 0.12983 3.34151 3.28006
H -2.41683 3.92217 0.83052
H -0.86680 3.61368 0.04834
H -2.64929 1.09516 -1.68568
H -2.26060 2.81675 -1.88022
C -2.00754 -1.59397 3.53119
Sb 0.07298 -1.07934 3.38731
C 0.27333 -0.50960 5.44678
C 0.74553 -3.13400 3.65899
C 2.23879 -3.19134 3.62150
C 2.94941 -2.91292 4.79085
C 4.33306 -2.87692 4.81608
C 5.04329 -3.12944 3.65248
C 4.35440 -3.42191 2.48797
C 2.96014 -3.45957 2.44398
C 2.29720 -3.78753 1.14078
Sb 1.63104 -2.06665 0.00469
C 2.17547 -2.81202 -1.91892
C 3.29958 -0.79112 0.34889
H -2.21070 -2.04466 4.50277
H -2.26477 -2.31483 2.75271
H -2.61652 -0.69962 3.40419
H -0.11999 -1.29633 6.09079
H -0.29383 0.40618 5.61271
H 1.31893 -0.32600 5.68942
H 0.27288 -3.73089 2.87859
H 0.35868 -3.47142 4.62144
H 2.39274 -2.72443 5.70249
H 4.85282 -2.65848 5.74012
H 6.12536 -3.11023 3.65305
H 4.90867 -3.63930 1.58141
H 1.43807 -4.44853 1.25310
H 3.00633 -4.28052 0.47496
H 3.21512 -3.13929 -1.89420
H 2.05370 -2.02334 -2.66039
H 1.52476 -3.64349 -2.18438
H 4.21449 -1.29293 0.03539
H 3.35736 -0.55825 1.41125
H 3.16533 0.13368 -0.21052

What did the first record say?
63
Properties=species:S:1:pos:R:3 method="wB97M-V/def2-TZVPD" energy_ha=-1251.55735 de_lowest_ev=0.457 largest_force_ha_per_bohr=0.057 orbital_gap_ha=0.2612 total_charge=-1
C 2.89710 -1.74114 -3.08914
C 2.13420 -0.53445 -2.62374
C 2.59224 0.74911 -2.88321
C 1.86807 1.85267 -2.42487
C 0.69610 1.71389 -1.69797
C -0.02671 2.94646 -1.20491
C -1.22989 3.32021 -2.07874
C -0.38868 2.89798 0.30534
C 0.22191 0.40979 -1.44716
O -0.94799 0.33127 -0.78078
C -1.34841 -0.93894 -0.24033
Nb -3.01744 -0.82384 1.31260
C -4.36303 0.46615 0.01235
C -5.73691 -0.21264 -0.15272
C -6.47991 0.09780 -1.41058
O -6.85033 0.60234 -0.04183
C 0.93788 -0.68409 -1.91791
H 2.28353 -2.33867 -3.75916
H 3.81705 -1.43435 -3.57712
H 3.18050 -2.38312 -2.25695
H 3.50074 0.90995 -3.44815
H 2.25142 2.84206 -2.63648
H 0.68982 3.76199 -1.29373
H -2.17028 2.96011 -1.67062
H -1.11858 2.98823 -3.10826
H -1.30768 4.40827 -2.11431
H 0.11025 3.71299 0.82778
H -1.45939 2.96162 0.45246
H -0.02584 1.97688 0.74095
H -1.71689 -1.59168 -1.04174
H -0.50326 -1.46485 0.21463
H -3.88884 -2.33268 0.66356
H -2.14362 -1.87447 2.54315
H -2.16244 0.69125 1.93037
H -4.24678 -0.53383 2.65837
H -4.65514 1.38937 0.51145
H -3.97892 0.61340 -0.99365
H -5.84806 -1.22581 0.20605
H -7.26512 -0.59648 -1.67451
H -6.35866 1.05997 -1.88102
H 0.57444 -1.68647 -1.75057
N -1.44883 1.34957 4.93112
C -1.04754 2.61499 4.98623
C -1.56954 3.54943 5.86969
C -2.56893 3.14295 6.73952
C -3.00137 1.82791 6.68924
C -2.40838 0.97369 5.76902
H -0.26968 2.89076 4.28147
H -1.20352 4.56764 5.87172
H -3.00596 3.84131 7.44298
H -3.78256 1.46891 7.34572
H -2.71638 -0.06338 5.69129
N 5.38095 -4.59624 -3.03617
C 5.75119 -5.51849 -2.15119
C 6.94467 -5.47759 -1.44559
C 7.80671 -4.41886 -1.67502
C 7.43958 -3.44985 -2.59405
C 6.22146 -3.58345 -3.24276
H 5.04922 -6.33182 -2.00214
H 7.18838 -6.25600 -0.73565
H 8.74851 -4.34881 -1.14567
H 8.08143 -2.60526 -2.80407
H 5.89414 -2.84369 -3.96460

Copy entry 1 word for word.
63
Properties=species:S:1:pos:R:3 method="wB97M-V/def2-TZVPD" energy_ha=-1251.55735 de_lowest_ev=0.457 largest_force_ha_per_bohr=0.057 orbital_gap_ha=0.2612 total_charge=-1
C 2.89710 -1.74114 -3.08914
C 2.13420 -0.53445 -2.62374
C 2.59224 0.74911 -2.88321
C 1.86807 1.85267 -2.42487
C 0.69610 1.71389 -1.69797
C -0.02671 2.94646 -1.20491
C -1.22989 3.32021 -2.07874
C -0.38868 2.89798 0.30534
C 0.22191 0.40979 -1.44716
O -0.94799 0.33127 -0.78078
C -1.34841 -0.93894 -0.24033
Nb -3.01744 -0.82384 1.31260
C -4.36303 0.46615 0.01235
C -5.73691 -0.21264 -0.15272
C -6.47991 0.09780 -1.41058
O -6.85033 0.60234 -0.04183
C 0.93788 -0.68409 -1.91791
H 2.28353 -2.33867 -3.75916
H 3.81705 -1.43435 -3.57712
H 3.18050 -2.38312 -2.25695
H 3.50074 0.90995 -3.44815
H 2.25142 2.84206 -2.63648
H 0.68982 3.76199 -1.29373
H -2.17028 2.96011 -1.67062
H -1.11858 2.98823 -3.10826
H -1.30768 4.40827 -2.11431
H 0.11025 3.71299 0.82778
H -1.45939 2.96162 0.45246
H -0.02584 1.97688 0.74095
H -1.71689 -1.59168 -1.04174
H -0.50326 -1.46485 0.21463
H -3.88884 -2.33268 0.66356
H -2.14362 -1.87447 2.54315
H -2.16244 0.69125 1.93037
H -4.24678 -0.53383 2.65837
H -4.65514 1.38937 0.51145
H -3.97892 0.61340 -0.99365
H -5.84806 -1.22581 0.20605
H -7.26512 -0.59648 -1.67451
H -6.35866 1.05997 -1.88102
H 0.57444 -1.68647 -1.75057
N -1.44883 1.34957 4.93112
C -1.04754 2.61499 4.98623
C -1.56954 3.54943 5.86969
C -2.56893 3.14295 6.73952
C -3.00137 1.82791 6.68924
C -2.40838 0.97369 5.76902
H -0.26968 2.89076 4.28147
H -1.20352 4.56764 5.87172
H -3.00596 3.84131 7.44298
H -3.78256 1.46891 7.34572
H -2.71638 -0.06338 5.69129
N 5.38095 -4.59624 -3.03617
C 5.75119 -5.51849 -2.15119
C 6.94467 -5.47759 -1.44559
C 7.80671 -4.41886 -1.67502
C 7.43958 -3.44985 -2.59405
C 6.22146 -3.58345 -3.24276
H 5.04922 -6.33182 -2.00214
H 7.18838 -6.25600 -0.73565
H 8.74851 -4.34881 -1.14567
H 8.08143 -2.60526 -2.80407
H 5.89414 -2.84369 -3.96460